DFT (ωB97M-V with the def2-TZVPD basis set) results for a structure of composition C15H14N6OV.

Expectation value of S² ... 0.774
LUMO level (spin up / spin down) ... -9.32 / -8.80 eV
Energy ... -1927.11591 Ha
Orbital gap (spin up / spin down) ... 5.428 / 6.048 eV

```
! wB97M-V def2-TZVPD RIJCOSX def2/J DEFGRID3
* xyz 2 2
V -1.52 0.91 -0.06
N -2.48 0.59 -1.86
C -3.11 -0.77 -1.92
C -3.72 -1.03 -0.56
N -2.63 -0.82 0.45
H -3.22 1.30 -1.95
H -1.87 0.76 -2.66
H -2.32 -1.49 -2.14
H -3.85 -0.83 -2.72
H -4.14 -2.03 -0.49
H -4.52 -0.32 -0.36
H -2.01 -1.63 0.46
H -3.02 -0.76 1.38
N 7.02 -3.98 -0.71
C 6.01 -3.44 -0.62
C 4.75 -2.75 -0.52
C 4.19 -2.17 -1.65
C 2.99 -1.49 -1.56
C 2.34 -1.42 -0.31
C 2.90 -2.02 0.82
C 4.10 -2.68 0.71
C 1.12 -0.70 -0.21
C 0.06 -0.10 -0.08
H 4.70 -2.24 -2.60
H 2.55 -1.03 -2.43
H 2.39 -1.96 1.77
H 4.55 -3.15 1.58
N -1.78 3.10 3.25
C -1.41 2.92 2.02
O -1.66 1.72 1.44
C -0.77 3.88 1.22
C -0.59 3.34 -0.06
N -0.65 2.54 -0.91
C -0.41 5.16 1.69
N -0.17 6.22 2.08
H -2.18 2.36 3.80
H -1.61 3.99 3.71
*
```

DFT (ωB97M-V with the def2-TZVPD basis set) results for a structure of composition C15H15ClN5O2SZn.

LUMO level ... 2.70 eV
Relative energy (zero: lowest compared OMol25 entry of this formula, charge and spin) ... 0.9 kcal/mol
Energy ... -3642.71970 Ha
Orbital gap ... 7.174 eV

```
! wB97M-V def2-TZVPD RIJCOSX def2/J DEFGRID3
* xyz -1 1
Zn 0.48 -2.58 -0.02
N -0.12 -2.89 -4.53
C 0.15 -2.58 -3.21
S -0.43 -3.70 -2.03
N 0.76 -1.46 -3.01
N 1.00 -1.15 -1.68
C 1.25 0.09 -1.49
C 1.48 0.73 -0.21
C 1.41 2.13 -0.18
C 1.57 2.85 0.99
C 1.86 2.14 2.16
C 1.97 0.77 2.16
C 1.75 -0.01 0.98
O 1.76 -1.28 1.05
H -0.26 -3.87 -4.71
H 0.49 -2.41 -5.19
H 1.22 0.74 -2.36
H 1.20 2.65 -1.11
H 1.51 3.93 0.98
H 2.02 2.69 3.09
H 2.18 0.23 3.07
N -1.44 3.76 1.11
C -2.35 2.97 0.46
O -3.33 3.42 -0.10
C -2.03 1.51 0.51
C -1.39 0.94 1.60
C -0.97 -0.37 1.50
N -1.12 -1.09 0.39
C -1.81 -0.57 -0.62
C -2.31 0.72 -0.60
H -1.54 4.75 0.97
H -0.51 3.40 1.27
H -1.18 1.51 2.50
H -0.42 -0.85 2.30
H -1.90 -1.20 -1.50
H -2.83 1.14 -1.45
Cl -0.31 -3.64 2.90
C 0.56 -4.09 1.34
H 0.08 -5.02 1.04
H 1.58 -4.31 1.67
*
```